No. 1
295
Properties=species:S:1:pos:R:3:mulliken_charge:R:1 method="wB97M-V/def2-TZVPD" mol_weight_g_mol=2288.6 e_tot_ev=-295301.118 e_homo_ev=-7.85 lumo_ev=-0.13
C -0.47 -8.17 1.87 -1.470
C -1.52 -7.15 1.61 0.401
C -2.64 -7.02 2.73 -0.953
N -3.75 -6.03 2.40 0.865
C -4.37 -6.33 1.05 -1.010
C -4.85 -6.04 3.40 -0.641
C -5.22 -4.62 3.45 -1.030
C -3.91 -3.85 3.46 0.824
C -3.17 -4.61 2.36 0.318
H 0.23 -8.22 1.03 0.361
H -0.85 -9.19 1.94 0.489
H 0.13 -8.09 2.77 0.107
H -2.02 -7.34 0.66 0.348
H -1.05 -6.18 1.45 0.040
H -2.19 -6.54 3.60 0.345
H -3.13 -7.96 2.99 0.491
H -3.76 -6.08 0.18 0.251
H -5.25 -5.73 0.80 0.390
H -4.72 -7.36 1.06 0.362
H -5.60 -6.82 3.34 0.358
H -4.43 -6.19 4.40 0.422
H -5.87 -4.23 2.66 0.287
H -5.76 -4.42 4.38 0.522
H -4.21 -2.84 3.18 -0.376
H -3.34 -4.01 4.38 -0.063
H -3.42 -4.06 1.45 0.059
H -2.11 -4.48 2.59 -0.724
C -1.07 5.49 -5.64 -1.147
C 0.11 5.58 -6.65 -0.998
C 0.95 4.31 -6.78 0.199
N 2.40 4.49 -7.38 0.396
C 2.44 5.19 -8.77 -1.004
C 3.26 3.22 -7.40 0.335
C 4.66 3.66 -7.34 -0.685
C 4.59 5.03 -6.75 -0.885
C 3.21 5.28 -6.30 0.058
H -1.78 4.67 -5.80 0.439
H -1.50 6.49 -5.65 0.374
H -0.72 5.42 -4.61 -0.129
H 0.73 6.45 -6.45 0.489
H -0.35 5.69 -7.63 0.498
H 0.52 3.55 -7.43 0.618
H 1.15 3.93 -5.78 -0.459
H 2.13 4.41 -9.46 0.369
H 3.48 5.41 -9.03 0.406
H 1.72 6.00 -8.83 0.279
H 3.01 2.45 -8.14 0.527
H 2.92 2.77 -6.47 -0.537
H 5.07 3.72 -8.35 0.310
H 5.25 3.00 -6.71 0.344
H 4.86 5.83 -7.44 0.398
H 5.27 5.22 -5.92 0.525
H 3.02 6.34 -6.40 0.454
H 3.11 4.98 -5.26 -0.368
C 3.45 -3.34 -2.02 0.126
C 4.94 -3.64 -1.79 -0.269
C 5.62 -2.39 -1.26 0.321
N 7.17 -2.56 -1.06 0.445
C 7.79 -2.71 -2.51 -0.728
C 7.54 -3.80 -0.18 -0.198
C 8.79 -3.42 0.63 -0.624
C 9.14 -1.96 0.27 -0.917
C 7.75 -1.38 -0.19 -0.123
H 2.92 -3.55 -1.10 -0.460
H 2.91 -4.06 -2.65 0.387
H 3.13 -2.32 -2.23 -0.390
H 5.20 -4.11 -2.75 0.321
H 5.08 -4.42 -1.04 0.299
H 5.23 -2.16 -0.27 -0.275
H 5.57 -1.49 -1.87 0.017
H 8.83 -2.41 -2.55 0.408
H 7.41 -1.95 -3.19 0.143
H 7.60 -3.75 -2.77 0.346
H 7.60 -4.74 -0.73 0.553
H 6.86 -4.03 0.64 -0.245
H 9.67 -3.92 0.24 0.295
H 8.66 -3.65 1.69 0.457
H 9.84 -2.02 -0.56 0.360
H 9.70 -1.43 1.04 0.445
H 7.76 -0.62 -0.97 0.505
H 7.07 -1.21 0.65 -0.191
C -7.72 2.18 9.45 -1.319
C -7.09 1.77 8.07 -0.322
C -5.69 2.50 7.85 -0.665
N -5.09 2.26 6.38 0.181
C -4.96 0.72 6.12 -1.029
C -4.05 0.30 4.88 0.381
C -2.63 0.95 5.03 0.505
C -2.74 2.54 5.11 -0.213
C -3.68 2.98 6.35 -1.115
C -5.94 2.84 5.28 -1.079
H -8.71 1.73 9.36 0.388
H -7.89 3.25 9.34 0.337
H -7.17 1.96 10.36 0.338
H -7.76 1.93 7.23 0.396
H -6.97 0.69 8.17 0.305
H -4.95 2.06 8.52 0.373
H -5.61 3.58 7.95 0.507
H -4.50 0.31 7.02 0.571
H -5.99 0.38 5.99 0.480
H -3.79 -0.76 4.81 -0.345
H -4.46 0.49 3.89 0.319
H -2.09 0.53 5.87 0.390
H -2.06 0.70 4.13 -0.942
H -1.73 2.92 5.26 0.448
H -3.18 2.95 4.21 -0.042
H -3.09 2.80 7.25 0.448
H -3.93 4.04 6.35 0.470
H -5.30 2.93 4.40 0.434
H -6.32 3.83 5.52 0.311
H -6.81 2.19 5.19 0.439
C -6.05 3.72 -0.18 -1.031
C -4.81 4.52 0.43 0.391
C -4.57 5.93 -0.18 -0.640
N -3.14 6.45 0.05 1.166
C -2.77 6.34 1.52 -0.748
C -1.53 7.23 1.81 -0.182
C -1.76 8.77 1.47 -1.169
C -2.10 8.89 -0.08 -0.077
C -3.26 7.99 -0.42 -0.785
C -2.13 5.69 -0.86 -1.128
H -6.19 2.73 0.26 0.099
H -5.79 3.56 -1.22 0.252
H -7.01 4.23 -0.16 0.409
H -3.92 3.95 0.16 -0.123
H -5.05 4.56 1.50 0.161
H -5.30 6.64 0.21 0.595
H -4.77 5.72 -1.24 0.008
H -3.71 6.54 2.03 0.475
H -2.61 5.28 1.72 0.349
H -1.22 7.10 2.85 0.526
H -0.69 6.89 1.20 -0.087
H -2.60 9.13 2.07 0.384
H -0.85 9.36 1.63 0.497
H -2.31 9.91 -0.40 0.490
H -1.26 8.56 -0.67 -0.154
H -4.11 8.47 0.08 0.429
H -3.42 8.01 -1.50 0.425
H -2.04 4.63 -0.63 0.254
H -1.14 6.13 -0.76 0.051
H -2.30 5.89 -1.91 0.160
C -0.27 2.69 -2.89 0.178
C 0.02 1.57 -1.96 0.319
C 0.96 1.97 -0.77 -0.500
N 1.14 0.87 0.40 1.081
C -0.18 0.80 1.20 0.813
C -0.28 -0.44 2.09 -0.186
C 0.01 -1.72 1.30 -0.471
C 1.40 -1.64 0.80 1.143
C 1.56 -0.46 -0.22 0.201
C 2.20 1.34 1.31 0.191
H 0.38 2.70 -3.76 -0.391
H -0.53 3.64 -2.42 -0.465
H -1.17 2.37 -3.42 0.224
H 0.53 0.77 -2.49 -0.879
H -0.83 1.04 -1.53 0.514
H 0.63 2.88 -0.28 0.406
H 1.90 2.18 -1.29 0.261
H -0.93 0.59 0.44 0.096
H -0.31 1.66 1.86 -0.585
H -1.32 -0.39 2.42 -0.510
H 0.42 -0.33 2.92 0.370
H -0.72 -1.77 0.48 0.353
H -0.07 -2.57 1.98 -0.184
H 1.61 -2.56 0.26 -0.765
H 2.19 -1.53 1.54 0.017
H 0.86 -0.54 -1.05 -0.411
H 2.59 -0.38 -0.57 0.222
H 2.31 0.67 2.16 0.263
H 2.02 2.36 1.64 -0.564
H 3.16 1.32 0.79 0.299
C 5.59 -5.20 8.16 -1.472
C 4.65 -5.80 7.13 -0.354
C 4.32 -4.92 5.92 -0.473
N 3.32 -5.59 4.90 0.765
C 2.76 -4.45 3.97 -0.172
C 1.97 -4.96 2.81 1.390
C 2.76 -6.11 2.09 -0.611
C 3.29 -7.30 2.97 -0.836
C 4.11 -6.58 4.06 -0.814
C 2.07 -6.25 5.60 -1.048
H 5.36 -4.14 8.30 0.368
H 6.66 -5.24 7.92 0.341
H 5.56 -5.66 9.15 0.397
H 3.71 -5.98 7.65 0.298
H 5.01 -6.79 6.85 0.260
H 5.24 -4.69 5.39 0.304
H 3.82 -4.02 6.29 0.487
H 3.58 -3.83 3.62 -0.419
H 2.09 -3.88 4.62 0.106
H 1.82 -4.18 2.07 -0.499
H 0.98 -5.17 3.21 -0.269
H 3.56 -5.65 1.51 0.077
H 2.20 -6.52 1.24 0.477
H 3.89 -7.88 2.28 0.477
H 2.42 -7.85 3.32 0.188
H 4.94 -6.17 3.48 0.397
H 4.56 -7.33 4.72 0.470
H 2.41 -7.10 6.18 0.371
H 1.31 -6.52 4.87 0.222
H 1.66 -5.47 6.24 0.433
C -3.42 -3.44 -9.62 -1.356
C -3.29 -2.52 -8.45 -0.335
C -2.28 -2.94 -7.39 -0.901
N -1.71 -1.77 -6.44 0.499
C -1.16 -0.51 -7.18 -1.428
C -0.28 0.43 -6.25 0.911
C 0.91 -0.28 -5.61 0.287
C 0.42 -1.54 -4.88 0.339
C -0.47 -2.46 -5.72 -1.232
C -2.75 -1.35 -5.38 -0.933
H -3.06 -2.98 -10.54 0.314
H -4.50 -3.54 -9.67 0.370
H -3.16 -4.47 -9.38 0.393
H -4.22 -2.50 -7.89 0.348
H -3.17 -1.51 -8.85 0.335
H -1.43 -3.33 -7.94 0.425
H -2.60 -3.64 -6.61 0.595
H -0.63 -0.83 -8.08 0.368
H -2.04 0.04 -7.52 0.603
H 0.01 1.34 -6.77 -0.320
H -0.95 0.83 -5.48 -0.081
H 1.70 -0.67 -6.24 0.540
H 1.37 0.41 -4.90 -0.827
H 1.29 -2.06 -4.49 0.285
H -0.16 -1.20 -4.02 -0.165
H 0.09 -3.02 -6.47 0.432
H -0.83 -3.28 -5.10 0.379
H -3.56 -0.78 -5.85 0.314
H -2.20 -0.75 -4.66 0.325
H -3.18 -2.28 -5.00 0.435
C 6.79 -0.44 3.28 0.453
F 7.94 -1.21 3.07 -0.230
F 6.98 0.29 4.40 -0.212
F 6.56 0.46 2.30 -0.193
S 5.15 -1.54 3.30 0.843
O 4.04 -0.61 3.14 -0.430
O 5.30 -2.42 2.07 -0.650
O 5.19 -2.35 4.51 -0.548
C -1.66 -2.57 7.38 0.267
F -2.78 -1.98 6.97 -0.174
F -1.18 -1.98 8.41 -0.196
F -2.02 -3.81 7.52 -0.214
S -0.30 -2.52 5.97 1.036
O -0.47 -1.14 5.41 -0.547
O 1.01 -2.78 6.61 -0.601
O -0.74 -3.63 5.03 -0.495
C 0.16 -5.88 -3.03 0.400
F 1.03 -6.37 -2.17 -0.190
F 0.86 -5.23 -3.98 -0.201
F -0.45 -6.94 -3.59 -0.232
S -1.13 -4.72 -2.23 0.877
O -2.10 -4.44 -3.26 -0.609
O -1.68 -5.47 -1.11 -0.543
O -0.47 -3.47 -1.86 -0.526
C 3.90 1.47 -3.63 0.066
F 3.28 0.40 -3.16 0.063
F 4.16 1.21 -4.87 -0.221
F 3.17 2.57 -3.62 -0.116
S 5.50 1.87 -2.58 1.078
O 5.02 1.94 -1.22 -0.551
O 6.33 0.64 -2.72 -0.665
O 6.05 3.06 -3.21 -0.651
C 2.01 5.25 3.41 0.384
F 1.95 6.52 3.05 -0.189
F 2.79 4.54 2.60 -0.189
F 2.49 5.20 4.67 -0.249
S 0.25 4.39 3.31 0.782
O -0.52 5.18 4.28 -0.626
O -0.17 4.57 1.92 -0.427
O 0.51 3.01 3.79 -0.470
C 1.91 6.06 -2.39 0.429
F 3.24 6.14 -2.41 -0.267
F 1.59 5.18 -3.43 -0.164
F 1.61 5.50 -1.27 -0.028
S 1.13 7.82 -2.72 1.169
O -0.34 7.62 -2.62 -0.643
O 1.61 8.66 -1.60 -0.720
O 1.45 8.32 -4.06 -0.670
C -4.88 -0.32 0.50 0.163
F -4.05 0.55 -0.09 -0.019
F -4.14 -0.90 1.54 -0.073
F -5.95 0.44 0.92 -0.276
S -5.41 -1.75 -0.64 1.019
O -4.24 -2.20 -1.37 -0.440
O -6.06 -2.80 0.20 -0.677
O -6.37 -1.11 -1.56 -0.704
C -4.96 5.61 -5.18 0.548
F -6.16 5.52 -5.79 -0.230
F -4.12 6.03 -6.14 -0.249
F -5.03 6.59 -4.27 -0.225
S -4.40 3.84 -4.43 1.193
O -4.22 2.98 -5.60 -0.728
O -3.20 4.09 -3.67 -0.361
O -5.53 3.45 -3.63 -0.703

=====

No. 2
25
Properties=species:S:1:pos:R:3:nbo_charge:R:1 method="wB97M-V/def2-TZVPD" mol_weight_g_mol=132.2 e_tot_ev=-11504.360 e_homo_ev="-7.58 / -7.57" lumo_ev="0.23 / 0.23" e_above_lowest_kcal_mol=131.3
C 0.24 -0.31 1.00 0.078
C 0.06 0.80 -0.63 0.038
C 1.69 -0.23 1.42 -0.650
C -0.24 -1.73 0.79 -0.657
C -0.66 0.46 1.96 -0.647
C -1.40 1.04 -0.95 -0.682
N 0.86 -0.06 -1.34 0.028
N 0.26 -0.95 -2.13 -0.545
O 0.91 1.79 -2.35 -0.990
H 0.40 1.77 -3.18 0.416
H 0.61 1.62 -0.19 0.241
H -0.72 -0.88 -2.37 0.379
H 0.89 -1.64 -2.52 0.400
H -1.71 0.42 1.67 0.210
H -0.58 0.01 2.96 0.209
H 2.06 0.80 1.39 0.219
H 2.34 -0.83 0.78 0.221
H 1.80 -0.59 2.45 0.208
H -1.25 -1.76 0.37 0.206
H -0.29 -2.24 1.76 0.217
H 0.44 -2.31 0.16 0.212
H -0.36 1.51 2.04 0.214
H -1.75 1.93 -0.44 0.244
H -2.03 0.20 -0.64 0.200
H -1.56 1.19 -2.02 0.231

=====

No. 3
21
Properties=species:S:1:pos:R:3:nbo_charge:R:1 method="wB97M-V/def2-TZVPD" mol_weight_g_mol=102.2 e_tot_ev=-8495.790 e_homo_ev=-9.24 lumo_ev=0.96 e_above_lowest_kcal_mol=25.4
C 0.64 -0.85 -0.86 -0.227
C 1.00 0.29 -0.28 0.022
C -2.49 0.43 0.74 -0.243
C 0.44 -2.19 -0.23 -0.645
C 1.16 1.54 -1.08 -0.635
C 1.29 0.46 1.18 -0.650
O -2.39 0.11 -0.62 -0.735
H 0.48 -0.86 -1.93 0.197
H -1.46 -0.03 -0.84 0.478
H -2.06 -0.35 1.38 0.156
H -1.98 1.38 0.97 0.154
H -3.55 0.54 0.97 0.183
H 1.14 -2.91 -0.66 0.219
H 0.59 -2.17 0.85 0.208
H -0.57 -2.55 -0.43 0.222
H 2.16 1.96 -0.93 0.213
H 0.44 2.30 -0.76 0.214
H 1.02 1.36 -2.14 0.215
H 0.93 -0.37 1.78 0.215
H 0.84 1.38 1.55 0.216
H 2.37 0.54 1.33 0.221

=====

No. 4
87
Properties=species:S:1:pos:R:3:mulliken_spin:R:1 method="wB97M-V/def2-TZVPD" mol_weight_g_mol=975.6 e_tot_ev=-160077.098 charge=+4 multiplicity=3 e_homo_ev="-18.83 / -18.83" s_squared=2.022 lumo_ev="-12.91 / -12.73" e_above_lowest_kcal_mol=8.7
Mo 0.01 0.84 0.05 1.872
O 0.72 -0.81 0.64 -0.033
P 1.90 -1.92 0.53 0.025
C 1.50 -3.09 -0.73 -0.002
C 1.76 -2.74 -2.06 -0.001
C 1.44 -3.62 -3.07 -0.001
C 0.89 -4.86 -2.77 0.001
C 0.64 -5.22 -1.45 0.000
C 0.94 -4.33 -0.42 0.001
C 3.33 -0.96 0.06 -0.002
C 3.26 0.39 -0.25 0.014
C 4.40 1.09 -0.63 0.012
C 5.61 0.43 -0.70 0.001
C 5.70 -0.92 -0.40 -0.001
C 4.56 -1.62 -0.02 0.000
C 2.03 -2.65 2.13 0.000
C 1.52 -1.99 3.25 0.001
C 1.71 -2.53 4.51 -0.001
C 2.42 -3.72 4.66 0.000
C 2.94 -4.37 3.54 0.000
C 2.74 -3.85 2.28 -0.001
H 2.25 -1.80 -2.30 0.000
H 1.65 -3.36 -4.10 0.000
H 0.67 -5.56 -3.56 0.000
H 0.23 -6.19 -1.21 0.000
H 0.74 -4.61 0.61 0.000
H 2.33 0.96 -0.19 -0.008
H 4.33 2.15 -0.86 0.001
H 6.50 0.97 -1.00 0.000
H 6.65 -1.43 -0.45 0.000
H 4.64 -2.67 0.22 0.000
H 0.99 -1.05 3.15 -0.001
H 1.33 -2.03 5.39 0.000
H 2.57 -4.14 5.64 0.000
H 3.49 -5.30 3.66 0.000
H 3.14 -4.37 1.42 0.000
Br -1.98 -3.00 -0.67 0.002
C -3.48 -1.88 -0.82 -0.004
C -4.74 -2.37 -0.49 0.003
C -5.85 -1.54 -0.59 -0.007
C -5.73 -0.23 -1.01 0.003
C -4.48 0.28 -1.36 0.001
C -3.38 -0.56 -1.25 0.004
I -1.57 0.17 -2.05 -0.044
H -4.84 -3.40 -0.19 0.000
H -6.83 -1.95 -0.36 0.000
H -6.60 0.40 -1.11 0.001
H -4.39 1.29 -1.73 0.001
S -1.49 1.50 1.66 0.016
C -2.37 0.17 2.46 0.022
N -2.01 -1.09 2.39 -0.003
C -2.70 -2.16 3.14 0.001
C -3.37 -1.57 4.36 0.000
C -4.22 -0.38 3.96 -0.001
N -3.39 0.57 3.18 0.010
H -1.26 -1.37 1.77 0.006
H -1.95 -2.90 3.42 0.000
H -3.42 -2.64 2.47 0.000
H -2.62 -1.26 5.09 0.000
H -4.00 -2.32 4.84 0.000
H -4.60 0.16 4.83 0.001
H -5.07 -0.67 3.34 0.000
H -3.60 1.55 3.24 0.000
O 0.39 2.50 -0.82 0.092
S 1.20 3.88 -1.12 0.014
C 1.94 4.29 0.42 0.008
C 3.24 4.76 0.30 0.005
C 3.89 5.20 1.45 0.000
C 3.25 5.14 2.68 0.000
C 1.96 4.64 2.78 -0.001
C 1.28 4.21 1.65 0.003
C -0.07 5.02 -1.46 0.001
C -1.06 5.39 -0.55 0.001
C -1.95 6.37 -0.91 0.000
C -1.84 6.99 -2.16 -0.002
C -0.85 6.62 -3.06 0.000
C 0.05 5.62 -2.71 -0.007
H 3.73 4.81 -0.66 0.001
H 4.90 5.60 1.38 0.000
H 3.76 5.48 3.57 0.000
H 1.47 4.60 3.74 0.000
H 0.26 3.86 1.72 -0.007
H -1.13 4.93 0.43 0.000
H -2.73 6.68 -0.23 0.000
H -2.53 7.78 -2.43 0.000
H -0.77 7.11 -4.02 0.000
H 0.83 5.32 -3.40 0.000